No. 1
{
  "formula": "C41H38N5O2Rb",
  "method": "ωB97M-V/def2-TZVPD",
  "e_above_lowest_ev": 0.209,
  "total_charge": -2,
  "e_homo_ev": -1.63,
  "elements": ["Rb", "C", "C", "C", "C", "C", "C", "C", "C", "N", "C", "O", "C", "C", "C", "C", "C", "N", "C", "O", "N", "C", "C", "C", "C", "C", "C", "C", "C", "H", "H", "H", "H", "H", "H", "H", "H", "H", "H", "H", "H", "H", "H", "H", "H", "H", "H", "H", "H", "H", "C", "C", "C", "C", "C", "C", "N", "C", "C", "C", "C", "C", "C", "H", "H", "H", "H", "H", "H", "H", "H", "H", "H", "N", "C", "C", "C", "C", "C", "C", "H", "H", "H", "H", "H", "H", "H"],
  "xyz": [[0.2362, -0.1211, -0.3242], [-1.5671, 2.6278, -2.3070], [-2.1320, 3.3494, -1.1190], [-3.3840, 3.9390, -1.2054], [-3.9526, 4.5790, -0.1168], [-3.2592, 4.6059, 1.0830], [-1.9998, 4.0378, 1.2033], [-1.2979, 4.0457, 2.5270], [-1.4050, 3.4240, 0.0828], [-0.1613, 2.7904, 0.1630], [0.8822, 3.5520, 0.4401], [0.9382, 4.7955, 0.5338], [2.2117, 2.8159, 0.6397], [3.3534, 3.5761, 0.8601], [4.5572, 2.9270, 1.0774], [4.5902, 1.5459, 1.0704], [3.4072, 0.8549, 0.8180], [2.2507, 1.4814, 0.6093], [3.4763, -0.6737, 0.7801], [4.1196, -1.2133, 1.7019], [2.8988, -1.2229, -0.2714], [2.9244, -2.6162, -0.4040], [3.5709, -3.1513, -1.5320], [4.2754, -2.2250, -2.4783], [3.5643, -4.5209, -1.7529], [2.9162, -5.3806, -0.8802], [2.2541, -4.8514, 0.2152], [2.2455, -3.4858, 0.4683], [1.4921, -2.9600, 1.6535], [-2.1553, 2.8476, -3.1996], [-1.6007, 1.5407, -2.1711], [-0.5278, 2.9056, -2.4842], [-3.9266, 3.8738, -2.1419], [-4.9356, 5.0274, -0.1951], [-3.7039, 5.0743, 1.9557], [-1.9785, 4.3601, 3.3216], [-0.4380, 4.7133, 2.4982], [-0.9161, 3.0499, 2.7661], [3.2513, 4.6515, 0.8615], [5.4646, 3.4980, 1.2522], [5.4911, 0.9812, 1.2625], [3.5921, -1.4609, -2.8550], [4.6934, -2.7778, -3.3209], [5.0800, -1.6877, -1.9741], [4.0776, -4.9143, -2.6253], [2.9092, -6.4482, -1.0634], [1.7147, -5.5034, 0.8920], [1.0251, -3.7763, 2.2074], [0.6830, -2.2867, 1.3509], [2.1590, -2.4004, 2.3122], [-5.7721, 0.7218, -2.1155], [-5.0067, 0.8820, -0.9659], [-3.8704, 0.1289, -0.7603], [-3.4356, -0.8480, -1.6813], [-4.2165, -0.9731, -2.8559], [-5.3467, -0.2062, -3.0585], [-2.2727, -1.5142, -1.4259], [-2.0640, -2.7647, -1.9292], [-3.0725, -3.7242, -2.1928], [-2.7642, -5.0165, -2.5737], [-1.4492, -5.4393, -2.7168], [-0.4377, -4.5227, -2.4461], [-0.7362, -3.2314, -2.0670], [-6.6612, 1.3175, -2.2795], [-5.2839, 1.6199, -0.2236], [-3.2737, 0.2981, 0.1313], [-3.8974, -1.6627, -3.6257], [-5.9064, -0.3323, -3.9812], [-4.1089, -3.4490, -2.0514], [-3.5769, -5.7153, -2.7505], [-1.2174, -6.4548, -3.0123], [0.6029, -4.8144, -2.5130], [0.0818, -2.5587, -1.8313], [-2.2332, -1.6258, 2.3753], [-1.7895, -2.9394, 2.4268], [-1.8589, -3.7371, 1.2840], [-1.3954, -5.0375, 1.3121], [-0.8687, -5.5761, 2.4803], [-0.8128, -4.7879, 3.6200], [-1.2686, -3.4797, 3.6017], [-1.7644, -0.9779, 2.9925], [-2.3316, -1.2745, 1.4349], [-2.2458, -3.3100, 0.3694], [-1.4333, -5.6188, 0.4022], [-0.4944, -6.5908, 2.4972], [-0.3962, -5.1902, 4.5358], [-1.2068, -2.8664, 4.4914]]
}

No. 2
{
  "formula": "C6H5ClNO2S",
  "method": "ωB97M-V/def2-TZVPD",
  "s_squared": 2.01,
  "e_above_lowest_ev": 0.016,
  "total_charge": -1,
  "spin_multiplicity": 3,
  "e_homo_ev": [-3.39, -3.24],
  "elements": ["C", "C", "C", "C", "C", "C", "N", "O", "O", "S", "Cl", "H", "H", "H", "H", "H"],
  "xyz": [[2.4155, -0.1107, -0.0400], [1.6188, 1.0174, -0.3429], [1.7299, -1.3022, 0.1666], [0.3118, 0.9746, -0.4373], [0.3475, -1.4044, 0.1196], [-0.3725, -0.1982, -0.1422], [-2.5710, 2.3003, 0.9509], [-2.5347, -1.4807, 0.6542], [-2.1490, -0.7438, -1.7124], [-2.1576, -0.3966, -0.2883], [-4.0271, 2.2339, 1.6355], [3.4546, -0.2089, -0.2659], [2.1521, 1.8884, -0.6794], [2.3209, -2.1286, 0.3296], [-0.3102, 1.8687, -0.1983], [-0.2290, -2.3093, 0.2504]]
}

No. 3
{
  "formula": "C9H10O2",
  "method": "ωB97M-V/def2-TZVPD",
  "e_above_lowest_ev": 3.308,
  "total_charge": 0,
  "e_homo_ev": -8.46,
  "elements": ["C", "C", "C", "C", "C", "C", "C", "C", "C", "O", "O", "H", "H", "H", "H", "H", "H", "H", "H", "H", "H"],
  "xyz": [[2.2913, -1.6052, 0.3364], [1.8301, -2.8083, 0.7622], [1.1433, -0.7595, 0.3810], [0.0541, -1.5918, 0.6844], [-1.4274, -0.3473, 0.5793], [0.8107, 0.6991, 0.1038], [-0.7138, 0.7731, -0.1240], [-1.0749, 0.4625, -1.5515], [-1.2820, 2.1426, 0.2166], [-2.5228, -0.4808, 0.9752], [0.4781, -2.8133, 0.9715], [3.3390, -1.2709, 0.2230], [2.3022, -3.7596, 0.8100], [1.0677, 1.4241, 1.0005], [1.2027, 1.2570, -0.6258], [-2.1750, 0.1759, -1.7151], [-0.3196, -0.2380, -1.9765], [-0.9899, 1.3580, -2.0229], [-0.9589, 2.3022, 1.3125], [-2.3407, 2.2235, 0.0315], [-0.7143, 2.8565, -0.3717]]
}

No. 4
{
  "formula": "C36H29N7O4Sc",
  "method": "ωB97M-V/def2-TZVPD",
  "e_above_lowest_ev": 0.244,
  "total_charge": -1,
  "e_homo_ev": -2.52,
  "elements": ["Sc", "O", "C", "C", "C", "C", "C", "C", "C", "N", "C", "C", "N", "C", "C", "C", "C", "C", "C", "C", "O", "H", "H", "H", "H", "H", "H", "H", "H", "H", "H", "H", "H", "H", "H", "C", "C", "C", "C", "N", "C", "N", "C", "N", "C", "N", "C", "C", "C", "C", "C", "N", "C", "C", "C", "C", "C", "C", "H", "H", "H", "H", "H", "H", "H", "H", "H", "H", "H", "H", "C", "O", "C", "O", "H", "H", "H"],
  "xyz": [[0.3009, -0.4242, 0.3728], [1.5472, 0.2093, -1.1025], [2.4995, 1.0566, -1.3203], [2.6825, 1.6228, -2.6042], [3.6714, 2.5465, -2.8284], [4.5600, 2.9327, -1.8111], [4.4360, 2.3509, -0.5745], [3.4179, 1.4202, -0.3060], [3.4161, 0.7405, 0.9595], [2.5234, -0.0715, 1.3891], [2.8317, -0.7876, 2.6145], [2.3292, -2.2028, 2.4126], [0.9182, -2.1156, 2.0749], [0.1222, -2.8871, 2.7148], [-1.3020, -2.9750, 2.5444], [-1.9717, -4.0639, 3.1246], [-3.3247, -4.2354, 2.9677], [-4.0323, -3.2871, 2.2138], [-3.4119, -2.1947, 1.6587], [-2.0188, -1.9893, 1.8191], [-1.4297, -0.9333, 1.3606], [1.9984, 1.3243, -3.3876], [3.7627, 2.9894, -3.8136], [5.3339, 3.6639, -2.0041], [5.1278, 2.6050, 0.2229], [4.3080, 0.9113, 1.5758], [2.3032, -0.3320, 3.4572], [3.9045, -0.7794, 2.8379], [2.5022, -2.8241, 3.2992], [2.8696, -2.6454, 1.5684], [0.5469, -3.5832, 3.4495], [-1.3903, -4.7857, 3.6903], [-3.8320, -5.0858, 3.4031], [-5.0975, -3.4194, 2.0607], [-3.9568, -1.4839, 1.0548], [-0.1908, -4.5484, -1.1306], [-1.2401, -4.5423, -2.0795], [-1.7146, -3.3581, -2.5318], [-1.1655, -2.1036, -2.0778], [-0.2562, -2.1301, -1.0373], [0.2248, -3.3376, -0.6589], [-1.5408, -1.0340, -2.7326], [-1.1576, 0.2222, -2.4398], [-1.2174, 0.8380, -1.1081], [-0.6551, 2.2030, -1.2404], [-0.3905, 3.0999, -0.2615], [-0.1301, 2.7939, 0.9799], [0.0440, 3.8878, 1.9088], [0.2530, 3.6658, 3.2264], [0.3033, 2.3299, 3.7085], [0.1740, 1.3325, 2.7889], [0.0002, 1.5105, 1.4626], [-0.4395, 2.3955, -2.5743], [0.0839, 3.5324, -3.2703], [0.2780, 3.4485, -4.6070], [-0.0062, 2.2301, -5.3386], [-0.4934, 1.1322, -4.7121], [-0.7404, 1.1919, -3.3051], [0.2532, -5.4626, -0.7636], [-1.6524, -5.4747, -2.4486], [-2.4975, -3.2947, -3.2743], [1.0086, -3.3109, 0.0866], [-0.0183, 4.8831, 1.4908], [0.3697, 4.4969, 3.9128], [0.4281, 2.1011, 4.7575], [0.1896, 0.2968, 3.1175], [0.3178, 4.4329, -2.7169], [0.6664, 4.3034, -5.1489], [0.1774, 2.2051, -6.4064], [-0.7052, 0.2159, -5.2488], [-3.8440, 1.5829, 1.1975], [-2.7022, 1.7286, 0.3597], [-2.5031, 0.7268, -0.4965], [-3.3031, -0.1361, -0.7229], [-3.8797, 2.4888, 1.7965], [-3.7224, 0.7110, 1.8399], [-4.7518, 1.4789, 0.6040]]
}

No. 5
{
  "formula": "C4H2LiO2Sc",
  "method": "ωB97M-V/def2-TZVPD",
  "e_above_lowest_ev": 4.597,
  "total_charge": 2,
  "e_homo_ev": [-16.80, -16.84],
  "elements": ["O", "C", "C", "C", "C", "O", "Li", "H", "H", "Sc"],
  "xyz": [[-0.6422, 1.3604, -0.8055], [-1.4539, 0.5555, -0.0269], [-1.1043, -0.3233, 0.8215], [1.2430, 0.1067, 0.9334], [1.8845, -0.9233, 0.5112], [1.7197, -1.9514, -0.1350], [-0.3152, -1.4675, -1.1400], [-1.1514, 1.8697, -1.4507], [-1.5280, -1.0866, 1.4644], [1.3479, 1.8597, -0.1724]]
}

No. 6
{
  "formula": "C3H6ClO4V",
  "method": "ωB97M-V/def2-TZVPD",
  "s_squared": 0.85,
  "e_above_lowest_ev": 0.725,
  "total_charge": 1,
  "spin_multiplicity": 2,
  "e_homo_ev": [-12.79, -12.79],
  "elements": ["O", "V", "Cl", "C", "O", "C", "O", "O", "C", "H", "H", "H", "H", "H", "H"],
  "xyz": [[14.8420, -0.8228, -11.8169], [15.6365, -1.0292, -13.2107], [16.8546, -0.9149, -15.3809], [23.2541, -3.7929, -19.0120], [22.0086, -3.7873, -18.4004], [21.9171, -3.1801, -17.1454], [22.8100, -2.5856, -16.5600], [20.6428, -3.2035, -16.8181], [20.2222, -2.4917, -15.6993], [23.0872, -3.9789, -20.0730], [23.9984, -4.4090, -18.5076], [23.6667, -2.7858, -18.9520], [20.9530, -2.0481, -15.0230], [19.6362, -3.1523, -15.0604], [19.5364, -1.7059, -16.0160]]
}